## i
A cluster of 5 separate species, CH14N2O4 in total, computed with wB97M-V/def2-TZVPD.

## Properties
structure (SMILES): NCN.O.O.O.O

Geometry (Å):
1 N 0.965 -2.691 1.079
2 C 1.330 -1.995 -0.160
3 N 0.493 -0.907 -0.596
4 H 0.924 -2.095 1.978
5 H 1.562 -3.536 1.247
6 H 2.335 -1.623 -0.220
7 H 1.349 -2.888 -0.814
8 H -0.539 -1.173 -0.499
9 H 0.448 -0.018 -0.089
10 O 0.728 2.711 -0.206
11 H 1.539 3.106 0.004
12 H 0.805 2.185 -1.075
13 O 0.918 1.169 -2.597
14 H 0.303 1.108 -3.254
15 H 1.087 0.303 -2.161
16 O -1.695 2.156 0.901
17 H -1.881 2.563 1.826
18 H -0.910 2.528 0.471
19 O -2.376 -1.205 1.493
20 H -2.561 -0.329 1.865
21 H -3.245 -1.627 1.576

natural (NBO) atomic charge list, values in e, 8 entries: atom 1 (N): -0.867, atom 2 (C): -0.043, atom 3 (N): -0.894, atom 4 (H): 0.362, atom 5 (H): 0.363, atom 6 (H): 0.149, atom 7 (H): 0.173, atom 8 (H): 0.389


## ii
A cluster of 5 separate species, CH14N2O4 in total, computed with wB97M-V/def2-TZVPD.

## Properties
structure (SMILES): NCN.O.O.O.O

Geometry (Å):
1 N -0.324 2.202 -1.562
2 C -0.804 1.925 -0.115
3 N -1.584 0.693 -0.051
4 H 0.589 1.682 -1.611
5 H -0.116 3.197 -1.479
6 H -1.412 2.750 0.240
7 H 0.045 1.866 0.549
8 H -1.174 -0.048 -0.604
9 H -2.466 0.826 -0.427
10 O 1.371 -2.189 1.533
11 H 1.699 -2.652 2.344
12 H 0.432 -2.196 1.932
13 O -1.352 -1.329 2.030
14 H -1.775 -0.921 2.826
15 H -1.833 -0.782 1.367
16 O 0.683 -1.693 -1.021
17 H 0.492 -1.633 -0.061
18 H -0.118 -2.108 -1.400
19 O 2.489 0.468 -1.338
20 H 1.857 -0.264 -1.363
21 H 3.303 0.208 -1.789

natural (NBO) atomic charge list, values in e, 8 entries: atom 1 (N): -0.858, atom 2 (C): -0.059, atom 3 (N): -0.867, atom 4 (H): 0.382, atom 5 (H): 0.348, atom 6 (H): 0.174, atom 7 (H): 0.173, atom 8 (H): 0.364


Short version: ii is the most stable of them.


## i
The molecule C5H10O2S, computed with wB97M-V/def2-TZVPD.

## Properties
structure (SMILES): CO[C@@](C)(C=O)SC

Geometry (Å):
1 C 2.366 -0.672 -0.515
2 O 1.616 -0.240 0.587
3 C 0.301 0.180 0.430
4 C -0.256 0.510 1.806
5 C 0.316 1.443 -0.485
6 O -0.647 1.858 -1.049
7 S -0.636 -1.161 -0.470
8 C -2.309 -0.577 -0.023
9 H 2.360 -1.754 -0.628
10 H 2.006 -0.186 -1.375
11 H 3.375 -0.334 -0.304
12 H 0.353 1.327 2.218
13 H -0.198 -0.299 2.550
14 H -1.283 0.842 1.708
15 H 1.314 1.983 -0.423
16 H -2.537 -0.749 1.061
17 H -3.066 -0.995 -0.696
18 H -2.414 0.495 -0.171

natural (NBO) atomic charge list, values in e, 8 entries: atom 1 (C): -0.250, atom 2 (O): -0.547, atom 3 (C): 0.080, atom 4 (C): -0.633, atom 5 (C): 0.411, atom 6 (O): -0.505, atom 7 (S): 0.161, atom 8 (C): -0.755


## ii
A structure of composition C5H10O2S, computed with wB97M-V/def2-TZVPD.

Geometry (Å):
1 C 1.232 0.367 0.948
2 C 0.050 -0.009 0.021
3 C 0.418 -0.888 -1.179
4 C -1.098 0.170 0.870
5 C -0.714 1.182 -0.169
6 H 1.876 -0.664 0.934
7 H 1.906 1.304 0.278
8 H 0.887 0.908 1.961
9 H 1.461 -0.475 -1.606
10 H -0.255 -1.083 -1.998
11 H 1.511 -2.729 -1.029
12 H -0.824 0.416 1.883
13 H -1.504 -1.828 0.287
14 H -1.646 0.838 -0.931
15 H -0.972 3.197 -0.386
16 O 0.349 -2.101 -0.492
17 O -0.150 2.330 -0.051
18 S -2.529 -0.934 0.660

natural (NBO) atomic charge list, values in e, 8 entries: atom 1 (C): -0.610, atom 2 (C): -0.172, atom 3 (C): -0.063, atom 4 (C): -0.354, atom 5 (C): 0.101, atom 6 (H): 0.235, atom 7 (H): 0.206, atom 8 (H): 0.238


Short version: i is the most stable of them.